The following is a quantum chemistry calculation of a structure of composition C4H6IN in a non-equilibrium geometry, from the Open Molecules 2025 dataset.

Each line ends with the Mulliken charge.
Element x y z (Å)
1 C -2.2821 0.8759 1.8315  -0.0039
2 C -0.9564 0.8944 1.2727  -0.2501
3 C 0.7633 -0.0559 -1.4349  -1.0405
4 C 1.4874 -0.6526 -0.1916  -0.6497
5 N -2.1427 0.7115 0.5953  -0.2134
6 I 0.1923 -1.6479 1.1048  0.0607
7 H -3.0369 0.6840 2.5436  0.3305
8 H 1.7878 0.2616 0.2352  0.3440
9 H 0.1704 0.8639 -1.3357  0.3153
10 H 0.1923 -0.7871 -2.1248  0.2839
11 H 1.5185 0.2362 -2.1208  0.4012
12 H 2.3063 -1.3840 -0.3752  0.4221

Results
E_tot = -508.277315 Eh
LUMO level = 0.38 eV
orbital gap = 8.947 eV